(1)
ORCA calculation (the ωB97M-V functional and the def2-TZVPD basis) on a molecular structure, C21H18BrN3O2RuS2 in a non-equilibrium geometry.

```
! wB97M-V def2-TZVPD RIJCOSX def2/J DEFGRID3
* xyz 1 2
Ru -0.7410 2.8862 -0.3051
C -3.2325 1.0131 0.8181
C -1.7734 0.7204 0.8902
N -1.0309 0.8027 -0.1832
N 0.1191 0.0409 -0.2139
C 1.2417 0.6000 -0.4800
S 1.5657 2.2882 -0.5833
S 2.6933 -0.3811 -0.6841
C 2.5586 -1.5342 0.7414
C 2.2205 -2.9475 0.3586
C 3.2095 -3.9234 0.3756
C 2.9075 -5.2385 0.0479
C 1.6127 -5.5853 -0.3029
C 0.6198 -4.6135 -0.3253
C 0.9214 -3.3020 0.0024
C -1.1189 0.3856 2.1564
C -1.4704 -0.6063 3.0339
C -0.6962 -0.8179 4.1814
C 0.4124 -0.0024 4.4706
C 0.7523 1.0337 3.6457
C -0.0188 1.2873 2.4621
O 0.2237 2.2865 1.7350
H -3.7430 0.0894 0.5254
H -3.4528 1.7644 0.0622
H -3.6213 1.3368 1.7804
H 1.8179 -1.1050 1.4139
H 3.5359 -1.4888 1.2197
H 4.2230 -3.6562 0.6518
H 3.6842 -5.9912 0.0703
H 1.3765 -6.6089 -0.5614
H -0.3919 -4.8810 -0.6020
H 0.1546 -2.5383 -0.0283
H -2.3088 -1.2554 2.8171
H -0.9498 -1.6292 4.8498
H 0.9916 -0.1930 5.3637
H 1.5761 1.7008 3.8601
O -1.8713 4.5537 -5.4422
C -1.4427 3.8000 -4.4261
C -0.7187 2.6088 -4.6229
C -0.2660 1.8904 -3.5360
N -0.5774 2.3666 -2.3341
C -1.2542 3.4407 -2.1464
Br -1.9092 4.5624 0.8673
C -1.7419 4.2527 -3.1323
H -1.5954 4.1940 -6.2938
H -0.5059 2.2520 -5.6218
H 0.3132 0.9810 -3.6133
H -2.2987 5.1609 -2.9627
*
```

Values from the calculation:
- Frontier orbital gap (spin up / spin down): 0.2284 / 0.1994 Ha
- ΔE to the lowest compared entry with this formula, charge and spin: 0.0 kcal per mole
- E_LUMO (spin up / spin down): -5.03 / -5.82 eV
- HOMO (spin up / spin down): -11.25 / -11.24 eV
- Expectation value of S²: 0.7976

Results of the Löwdin charge analysis, in e, for atoms 1 through 5:
1 Ru 0.86
2 C -0.01
3 C -0.27
4 N -0.09
5 N -0.02

***

(2)
ORCA calculation (the ωB97M-V functional and the def2-TZVPD basis) on C6H15N in the gas phase in a non-equilibrium geometry.

```
! wB97M-V def2-TZVPD RIJCOSX def2/J DEFGRID3
* xyz 0 1
C 2.5412 0.4407 0.8374
C 1.1884 0.8689 0.4754
C 0.3236 -0.3111 0.0562
C 0.6228 -0.5456 -1.5249
C -1.1673 -0.1747 0.3930
C -1.7970 1.1093 -0.0939
N -1.7698 -1.4786 -0.0657
H 2.6381 -0.4248 1.4991
H 3.2891 0.3871 0.0042
H 3.1768 1.2589 1.2347
H 0.7516 1.3183 1.3849
H 1.0084 1.6456 -0.2305
H 0.7753 -1.2195 0.5469
H -0.3684 -0.6723 -2.0397
H 1.4729 -1.2613 -1.6447
H 1.0862 0.2970 -2.0074
H -1.0949 -0.2101 1.5159
H -1.3777 1.3140 -1.1027
H -1.4938 1.8674 0.7022
H -2.9222 1.1360 -0.2855
H -2.6206 -1.3648 -0.6501
H -2.2037 -2.0463 0.6737
*
```

Values from the calculation:
- Frontier orbital gap: 0.3750 Ha
- ΔE to the lowest compared entry with this formula, charge and spin: 40.7 kcal per mole
- E_LUMO: 1.04 eV
- SMILES: CC[C@H](C)[C@@H](C)N
- HOMO: -9.16 eV

Results of the Löwdin charge analysis, in e, for atoms 1 through 5:
1 C -0.13
2 C -0.29
3 C -0.35
4 C -0.06
5 C -0.44

***

(3)
ORCA calculation (the ωB97M-V functional and the def2-TZVPD basis) on a molecular structure, C39H61N5O4PtSbSe in a non-equilibrium geometry.

```
! wB97M-V def2-TZVPD RIJCOSX def2/J DEFGRID3
* xyz 1 1
Pt 0.6908 -0.3048 -0.3829
C -2.6870 -3.0056 2.7664
C -1.6464 -1.9444 2.6417
C -1.1550 -1.0335 3.5497
C -0.1986 -0.2617 2.8625
N -0.1179 -0.6890 1.6035
N -0.9876 -1.7138 1.4895
C 0.6540 0.8456 3.3883
H -3.1297 -2.9786 3.7595
H -2.2573 -3.9961 2.6099
H -3.4816 -2.8659 2.0299
H -1.4527 -0.9296 4.5839
H -1.1190 -2.1393 0.5782
H 0.0471 1.5840 3.9066
H 1.1897 1.3277 2.5673
H 1.3790 0.4606 4.1049
C -5.0976 0.0556 -2.8091
C -5.0259 1.1817 -1.7805
C -4.9729 0.6830 -0.3375
C -3.6082 0.0611 0.0522
N -2.8990 0.9199 1.0057
C -1.8563 1.7431 0.7517
Se -0.7532 1.7526 -0.7518
N -1.7149 2.5648 1.8075
C -0.8304 3.7298 1.8355
C -1.2918 4.8433 0.8912
C -2.7628 5.2312 1.0234
C -3.0986 5.9247 2.3425
C -2.6225 2.2151 2.8001
C -2.8217 2.6779 4.0944
C -3.8157 2.0646 4.8388
C -4.5948 1.0308 4.3078
C -4.3897 0.5680 3.0186
C -3.3764 1.1704 2.2875
H -5.0950 0.4653 -3.8218
H -6.0201 -0.5181 -2.6857
H -4.2519 -0.6316 -2.7187
H -5.8968 1.8325 -1.8844
H -4.1480 1.8128 -1.9689
H -5.7781 -0.0356 -0.1646
H -5.1680 1.5275 0.3288
H -2.9725 -0.0521 -0.8122
H -3.7200 -0.9251 0.4931
H 0.1673 3.4054 1.5449
H -0.7872 4.0726 2.8669
H -1.0781 4.5377 -0.1340
H -0.6663 5.7186 1.0916
H -3.3995 4.3481 0.8913
H -3.0071 5.8963 0.1936
H -2.9449 5.2681 3.2025
H -4.1418 6.2414 2.3588
H -2.4753 6.8123 2.4811
H -2.2303 3.4823 4.5148
H -4.0010 2.3986 5.8522
H -5.3740 0.5893 4.9174
H -4.9931 -0.2293 2.5976
C 2.4188 -4.2180 -1.0850
C 3.3976 -3.1202 -1.5066
C 3.1551 -2.7227 -2.9700
C 4.8406 -3.6117 -1.3696
Sb 2.9875 -1.4269 -0.1681
C 3.5215 -2.0488 1.8740
C 2.3604 -2.8496 2.4635
C 4.7968 -2.8908 1.9213
C 3.7376 -0.7751 2.6878
C 4.2166 0.3063 -0.7213
C 3.7933 1.4961 0.1437
C 3.8923 0.6271 -2.1847
C 5.7072 0.0237 -0.5531
H 2.5255 -5.0679 -1.7685
H 1.3851 -3.8700 -1.1409
H 2.6268 -4.5834 -0.0753
H 3.1925 -3.6315 -3.5825
H 3.9409 -2.0628 -3.3398
H 2.1857 -2.2423 -3.1146
H 4.9790 -4.4378 -2.0786
H 5.0784 -3.9902 -0.3795
H 5.5603 -2.8411 -1.6337
H 2.1471 -3.7526 1.8865
H 1.4434 -2.2565 2.5331
H 2.6383 -3.1624 3.4772
H 4.6300 -3.8933 1.5292
H 5.0970 -2.9984 2.9708
H 5.6291 -2.4335 1.3841
H 2.9456 -0.0523 2.5328
H 4.6910 -0.3032 2.4439
H 3.7604 -1.0325 3.7538
H 2.7165 1.6680 0.0868
H 4.2949 2.3963 -0.2326
H 4.0789 1.3740 1.1867
H 2.8214 0.7930 -2.3297
H 4.2140 -0.1631 -2.8612
H 4.4174 1.5448 -2.4743
H 5.9624 -0.2531 0.4730
H 6.2665 0.9357 -0.7959
H 6.0537 -0.7599 -1.2217
O -1.7607 -1.6422 -2.0365
C -0.7049 -1.3816 -2.5898
O 0.4716 -1.5736 -2.0361
C -0.6655 -0.8136 -3.9759
C -1.3818 0.3418 -4.2634
C -1.3419 0.8838 -5.5391
C -0.6062 0.2631 -6.5380
C 0.0924 -0.8907 -6.2293
C 0.0785 -1.4388 -4.9603
N 0.8872 -1.5534 -7.2750
O 0.8402 -1.0975 -8.3979
O 1.5521 -2.5190 -6.9503
H -1.9700 0.8111 -3.4831
H -1.8913 1.7910 -5.7621
H -0.5663 0.6546 -7.5444
H 0.6457 -2.3383 -4.7615
*
```

Values from the calculation:
- Frontier orbital gap: 0.2533 Ha
- ΔE to the lowest compared entry with this formula, charge and spin: 50.3 kcal per mole
- E_LUMO: -3.55 eV
- HOMO: -10.44 eV

Results of the Löwdin charge analysis, in e, for atoms 1 through 5:
1 Pt 0.60
2 C 0.00
3 C -0.29
4 C 0.03
5 C -0.33

***

(4)
ORCA calculation (the ωB97M-V functional and the def2-TZVPD basis) on a molecular structure, C5H7NO2 in a non-equilibrium geometry.

```
! wB97M-V def2-TZVPD RIJCOSX def2/J DEFGRID3
* xyz 0 1
C 0.4523 -0.8069 -0.2177
C 0.8249 0.1871 0.6657
C -0.9388 -0.6703 -0.1804
C -0.6918 0.4400 0.9279
C -1.2515 1.7987 0.4612
N 1.5318 -1.5704 -1.0659
O 1.9556 0.6072 0.9974
O -1.8579 -1.0947 -0.8454
H -0.8517 0.2583 1.9414
H -0.6179 2.1122 -0.3908
H -1.4948 2.3875 1.4241
H -2.2137 1.4608 -0.0593
H 0.9752 -1.9991 -1.7403
H 2.0475 -2.3441 -0.6493
H 2.1309 -0.7664 -1.2685
*
```

Values from the calculation:
- Frontier orbital gap: 0.3105 Ha
- ΔE to the lowest compared entry with this formula, charge and spin: 71.8 kcal per mole
- E_LUMO: -0.13 eV
- HOMO: -8.58 eV

Results of the Löwdin charge analysis, in e, for atoms 1 through 5:
1 C -0.13
2 C -0.39
3 C -0.38
4 C -0.19
5 C -0.05

***

(5)
ORCA calculation (the ωB97M-V functional and the def2-TZVPD basis) on C3H7N3O in the gas phase in a non-equilibrium geometry.

```
! wB97M-V def2-TZVPD RIJCOSX def2/J DEFGRID3
* xyz 0 1
N 2.5084 0.1017 -0.0462
N 1.6619 -1.1213 0.0857
C 0.3842 -0.6889 -0.1438
N 0.1481 0.6320 -0.0583
C -1.3945 0.8958 -0.1125
C -1.8217 -0.7360 0.2452
O -0.8494 -1.4705 -0.3684
H 3.3089 0.0378 0.8209
H 3.0837 -0.1425 -0.9200
H 0.7898 1.4112 -0.0183
H -1.6709 1.7460 0.4575
H -1.6394 1.1017 -1.1595
H -1.7250 -0.9326 1.4495
H -2.7842 -0.8344 -0.2319
*
```

Values from the calculation:
- Frontier orbital gap: 0.3412 Ha
- ΔE to the lowest compared entry with this formula, charge and spin: 104.4 kcal per mole
- E_LUMO: 0.97 eV
- SMILES: N/N=C1\NCCO1
- HOMO: -8.31 eV

Results of the Löwdin charge analysis, in e, for atoms 1 through 5:
1 N -0.12
2 N -0.05
3 C -0.36
4 N 0.02
5 C -0.03

***

(6)
ORCA calculation (the ωB97M-V functional and the def2-TZVPD basis) on 2 unconnected molecules or ions with the total composition C4H14N3 in a non-equilibrium geometry.

```
! wB97M-V def2-TZVPD RIJCOSX def2/J DEFGRID3
* xyz 1 1
C 2.5128 0.6457 0.0837
C 0.1204 1.4959 0.4475
N 1.1043 0.6339 0.5959
N -0.0021 2.2585 -0.6558
N -0.8317 1.5689 1.3760
H 1.0580 0.0903 1.4448
H 0.3956 1.8406 -1.4919
H -0.9524 2.5144 -0.8874
H -0.9304 1.0681 2.2422
H -1.6436 2.1399 1.2063
H 2.4855 0.3255 -0.9533
H 3.0773 -0.0510 0.6889
H 2.8995 1.6154 0.2247
C -1.2487 -1.6742 -1.2292
C -1.1422 -2.3068 0.1443
H -0.4375 -0.9599 -1.4089
H -1.0056 -2.3928 -2.0137
H -2.2043 -1.1982 -1.3846
H -0.9737 -1.6928 1.0184
H -1.9945 -2.9340 0.3851
H -0.2865 -2.9873 0.1670
*
```

Values from the calculation:
- Frontier orbital gap: 0.4308 Ha
- ΔE to the lowest compared entry with this formula, charge and spin: 12.2 kcal per mole
- E_LUMO: -3.18 eV
- HOMO: -14.90 eV

Results of the Löwdin charge analysis, in e, for atoms 1 through 5:
1 C 0.01
2 C -0.45
3 N 0.05
4 N 0.21
5 N 0.22

***

(7)
ORCA calculation (the ωB97M-V functional and the def2-TZVPD basis) on C4H8O in the gas phase in a non-equilibrium geometry.

```
! wB97M-V def2-TZVPD RIJCOSX def2/J DEFGRID3
* xyz 0 1
C 1.2324 0.5583 -0.6876
C -0.1295 -0.0940 -0.6937
C -0.4809 -1.2461 0.2154
C -1.1313 0.0798 0.4245
O -0.7173 0.5864 1.6823
H 1.7174 0.4293 0.2850
H 1.1643 1.6294 -0.9128
H 1.8948 0.1058 -1.4346
H -0.5831 -0.1165 -1.6908
H 0.0812 -1.2231 1.1563
H -0.9374 -2.1629 -0.1569
H -2.1743 0.3101 0.2246
H 0.0636 1.1433 1.5884
*
```

Values from the calculation:
- Frontier orbital gap: 0.3954 Ha
- ΔE to the lowest compared entry with this formula, charge and spin: 35.0 kcal per mole
- E_LUMO: 1.03 eV
- SMILES: C[C@H]1C[C@H]1O
- HOMO: -9.73 eV

Results of the Löwdin charge analysis, in e, for atoms 1 through 5:
1 C -0.08
2 C -0.28
3 C -0.07
4 C -0.33
5 O -0.04

***

(8)
ORCA calculation (the ωB97M-V functional and the def2-TZVPD basis) on a molecular structure, C2H5IN2 in a non-equilibrium geometry.

```
! wB97M-V def2-TZVPD RIJCOSX def2/J DEFGRID3
* xyz 0 1
C 0.2302 0.5509 -1.1022
C 1.1946 -0.0118 -0.0508
N -0.6161 -0.6494 -0.8440
N 0.4248 -1.1568 -0.1225
I 3.2042 -0.0676 0.0211
H -0.2783 1.6128 -1.0099
H 0.6075 0.4475 -2.1362
H 2.1683 -0.0379 2.1024
H 2.3562 0.1214 2.8281
H 0.4892 -1.9874 0.5922
*
```

Values from the calculation:
- Frontier orbital gap (spin up / spin down): 0.2961 / 0.2962 Ha
- ΔE to the lowest compared entry with this formula, charge and spin: 94.1 kcal per mole
- E_LUMO (spin up / spin down): -0.10 / 0.22 eV
- HOMO (spin up / spin down): -8.16 / -7.84 eV

Results of the Löwdin charge analysis, in e, for atoms 1 through 5:
1 C -0.25
2 C -0.87
3 N -0.01
4 N -0.10
5 I 0.88